Record 1
{"formula": "C2H4F2O", "method": "the ωB97M-V functional and the def2-TZVPD basis", "symbols": ["C", "C", "O", "F", "F", "H", "H", "H", "H"], "positions_angstrom": [[-1.124464, 1.169777, -0.139882], [1.430559, -0.571024, -0.121620], [1.320412, -1.743729, -0.588229], [-1.902918, 0.127627, 0.301265], [1.722857, -0.636554, 1.188986], [-0.919336, 1.845774, 0.741509], [-0.205094, 0.683740, -0.635745], [-1.818932, 1.697413, -0.813947], [1.496914, -2.573023, 0.067664]], "forces_ev_per_angstrom": [[0.319, 0.425, -0.372], [0.491, 0.404, 0.589], [0.397, -3.135, 1.090], [-0.394, -1.063, 0.754], [-0.038, -0.188, -0.191], [0.262, -0.773, -0.976], [-1.407, 1.524, 0.749], [0.861, 0.192, -0.192], [-0.491, 2.614, -1.453]], "nbo_charge": [-0.15, 0.56, -0.66, -0.39, -0.37, 0.16, 0.19, 0.16, 0.49], "homo_lumo_gap_ev": 10.72, "fmax_ha_per_bohr": 0.065, "relative_energy_kcal_mol": 68.3, "homo_energy_ha": -0.3752}



Record 2
{"formula": "C15H36BrN2O7P2", "method": "the ωB97M-V functional and the def2-TZVPD basis", "symbols": ["C", "C", "O", "P", "O", "C", "C", "N", "C", "N", "C", "P", "O", "C", "Br", "O", "C", "C", "H", "H", "H", "H", "H", "H", "H", "H", "H", "H", "H", "H", "H", "H", "H", "H", "H", "H", "C", "C", "O", "H", "H", "H", "H", "H", "H", "C", "C", "O", "H", "H", "H", "H", "H", "H", "C", "C", "O", "H", "H", "H", "H", "H", "H"], "positions_angstrom": [[1.373130, -1.311925, 2.954045], [0.463219, -2.290870, 2.227700], [-0.695055, -1.583833, 1.700382], [-1.613193, -2.393438, 0.666078], [-1.317586, -3.829934, 0.703484], [-1.266145, -1.785604, -1.018513], [-1.213264, -0.286568, -1.335712], [-0.124129, 0.450982, -0.673828], [1.032847, -0.013630, -0.226295], [1.734475, 0.990891, 0.275848], [1.014150, 2.161309, 0.171306], [1.490522, 3.810480, 0.786941], [0.984134, 3.984374, 2.161847], [-0.152168, 1.815938, -0.444247], [-1.548080, 2.946828, -0.883015], [-3.120966, -2.112790, 1.042373], [-3.845714, -0.938458, 0.623361], [-3.425136, 0.309198, 1.379187], [1.989099, -1.886693, 3.646484], [2.073470, -0.824296, 2.274341], [0.803606, -0.568744, 3.507321], [0.101816, -3.041737, 2.924368], [1.005379, -2.799775, 1.429808], [-0.334496, -2.253051, -1.338254], [-2.057958, -2.191010, -1.651532], [-2.129391, 0.239122, -1.089290], [-1.061560, -0.166907, -2.410655], [1.318088, -1.050549, -0.272172], [2.649141, 0.902782, 0.709283], [1.004293, 4.755009, -0.123786], [2.894828, 3.822849, 0.705336], [-4.888431, -1.149355, 0.853590], [-3.797546, -0.822553, -0.461502], [-3.616788, 0.155278, 2.440151], [-4.073302, 1.128908, 1.063141], [-2.377791, 0.572905, 1.229208], [-4.320947, -5.189791, -1.378545], [-4.454099, -6.593011, -0.818065], [-3.194890, -7.250467, -0.757470], [-3.877627, -5.221300, -2.375363], [-5.289709, -4.689998, -1.441109], [-3.659862, -4.601861, -0.736995], [-5.088959, -7.205339, -1.456573], [-4.906618, -6.563010, 0.178836], [-2.618285, -6.733473, -0.184105], [-0.137694, 7.660024, -2.962632], [1.119223, 6.819572, -3.049920], [1.081167, 5.706463, -2.144435], [-0.280117, 8.030561, -1.947222], [-0.081720, 8.512131, -3.639636], [-1.018460, 7.070857, -3.231142], [1.994317, 7.401109, -2.767599], [1.270294, 6.452802, -4.068713], [0.319262, 5.168578, -2.386050], [5.857015, -1.256665, 0.995990], [6.267965, 0.192471, 1.173556], [5.325210, 0.927772, 1.959995], [4.874812, -1.322307, 0.520700], [6.575110, -1.794144, 0.376955], [5.793597, -1.763838, 1.961142], [6.316996, 0.699734, 0.211238], [7.255437, 0.253843, 1.637349], [5.287813, 0.516646, 2.830241]], "forces_ev_per_angstrom": [[0.035, -0.318, -0.209], [0.193, 0.216, 0.560], [-0.084, 0.390, -0.607], [0.163, -1.583, 0.416], [-0.011, 0.126, -0.165], [-0.150, 1.003, 0.181], [0.133, -0.305, -0.354], [-0.367, 0.402, 0.003], [-0.106, -0.293, -0.071], [0.174, 0.036, 0.110], [-0.004, 0.322, -0.732], [-0.112, 0.330, 1.473], [-0.033, -0.072, -0.025], [0.376, 0.068, 0.293], [-0.065, -0.138, -0.067], [0.349, 0.703, -0.410], [-0.353, 0.178, 0.345], [-0.415, -0.221, -0.069], [-0.043, 0.082, 0.096], [-0.101, 0.164, 0.027], [0.015, 0.006, 0.036], [-0.068, -0.098, -0.106], [-0.163, -0.089, -0.069], [-0.063, -0.241, 0.063], [0.057, -0.189, 0.011], [-0.007, -0.048, 0.127], [-0.012, 0.041, 0.021], [0.159, 0.057, 0.101], [0.008, -0.006, -0.003], [0.165, -0.319, -0.429], [-0.023, -0.161, -0.447], [0.041, -0.129, -0.001], [0.140, -0.093, -0.009], [0.233, 0.022, 0.043], [0.168, 0.096, -0.064], [0.009, 0.040, 0.056], [0.061, 0.075, -0.065], [0.149, 0.036, 0.100], [-0.034, 0.012, -0.038], [-0.042, -0.035, -0.015], [-0.003, -0.013, 0.027], [-0.032, 0.059, 0.051], [0.020, -0.040, 0.003], [-0.080, 0.008, -0.034], [0.008, -0.015, -0.006], [-0.012, -0.061, 0.106], [-0.078, 0.029, -0.033], [-0.043, -0.120, 0.020], [0.025, 0.030, -0.013], [-0.003, -0.006, -0.016], [0.007, 0.022, -0.058], [0.026, -0.033, 0.023], [0.043, 0.031, -0.005], [-0.012, 0.056, -0.063], [-0.079, 0.057, 0.044], [0.020, -0.091, 0.095], [-0.313, -0.110, -0.201], [0.019, -0.007, -0.044], [0.002, -0.005, 0.003], [0.047, -0.019, -0.008], [0.011, 0.050, 0.017], [0.025, 0.013, -0.057], [0.030, 0.097, 0.041]], "nbo_charge": [-0.63, -0.06, -0.85, 2.40, -1.09, -0.85, -0.22, -0.31, 0.28, -0.45, -0.24, 1.50, -1.05, 0.06, 0.21, -0.79, -0.07, -0.64, 0.24, 0.17, 0.24, 0.22, 0.18, 0.26, 0.29, 0.24, 0.24, 0.26, 0.47, 0.00, -0.06, 0.22, 0.16, 0.24, 0.23, 0.19, -0.64, -0.06, -0.72, 0.21, 0.21, 0.20, 0.18, 0.16, 0.47, -0.64, -0.06, -0.74, 0.22, 0.23, 0.20, 0.19, 0.16, 0.46, -0.63, -0.07, -0.74, 0.18, 0.23, 0.21, 0.18, 0.18, 0.47], "total_charge": 1, "homo_lumo_gap_ev": 8.48, "fmax_ha_per_bohr": 0.032, "homo_energy_ha": -0.4278}



Record 3
{"formula": "C3H6BrP", "method": "the ωB97M-V functional and the def2-TZVPD basis", "symbols": ["C", "C", "C", "P", "Br", "H", "H", "H", "H", "H", "H"], "positions_angstrom": [[-1.338338, -0.730310, 0.245296], [0.460917, 0.988764, -0.734535], [0.184437, -0.064899, 0.317872], [-1.783437, -2.227459, 0.835817], [-2.628814, 0.608016, -0.331895], [0.537687, 0.321150, -1.552942], [-0.243865, 1.820214, -1.079955], [1.422915, 1.567856, -0.437467], [0.419642, 0.275497, 1.277675], [0.867761, -0.973828, 0.169412], [-3.206622, -2.005014, 0.910133]], "forces_ev_per_angstrom": [[1.448, 2.114, 0.553], [1.003, 1.739, 0.131], [-2.048, -2.618, -1.193], [-0.024, 0.277, 0.112], [0.245, -0.640, 0.329], [0.895, 0.241, -1.716], [0.386, -1.470, 1.273], [-1.285, -1.343, -0.881], [-0.348, 0.467, 1.776], [-0.764, 1.328, -0.007], [0.491, -0.095, -0.377]], "nbo_charge": [-0.50, -0.64, -0.42, 0.44, 0.04, 0.21, 0.24, 0.22, 0.22, 0.22, -0.03], "homo_lumo_gap_ev": 9.08, "smiles": "[H]/P=C(\\Br)CC", "fmax_ha_per_bohr": 0.069, "relative_energy_kcal_mol": 29.2, "homo_energy_ha": -0.3373}



Record 4
{"formula": "C8H24FKO4", "method": "the ωB97M-V functional and the def2-TZVPD basis", "symbols": ["K", "F", "C", "C", "O", "H", "H", "H", "H", "H", "H", "C", "C", "O", "H", "H", "H", "H", "H", "H", "C", "C", "O", "H", "H", "H", "H", "H", "H", "C", "C", "O", "H", "H", "H", "H", "H", "H"], "positions_angstrom": [[-2.491204, -2.071670, -4.398016], [-0.639707, -0.748676, -1.388994], [-2.649020, 3.664586, -0.222313], [-3.688759, 2.606921, -0.430217], [-3.256687, 1.394123, 0.235514], [-1.668300, 3.401514, -0.618654], [-2.355040, 3.783541, 0.820531], [-3.107668, 4.543353, -0.675651], [-3.767965, 2.316334, -1.477778], [-4.660778, 2.984713, -0.113106], [-2.455670, 1.083599, -0.192904], [-2.944456, -4.072902, 3.256773], [-1.741574, -3.642568, 2.436011], [-1.994945, -3.710005, 1.086789], [-2.811625, -3.827663, 4.310493], [-3.258846, -5.101526, 3.080185], [-3.738583, -3.353612, 3.056564], [-0.913745, -4.323149, 2.634998], [-1.326398, -2.665021, 2.681231], [-1.512149, -3.031239, 0.609526], [2.720882, 1.010068, -4.774827], [2.347042, 2.042146, -3.771790], [3.134180, 3.207970, -4.084902], [2.299473, 0.032859, -4.539100], [3.766122, 0.756468, -4.598066], [2.454155, 1.344217, -5.777468], [2.561122, 1.774257, -2.737142], [1.302956, 2.333475, -3.886300], [2.904771, 3.909403, -3.470911], [3.635967, -0.636925, 3.401474], [2.725163, -0.353455, 2.244223], [2.527675, -1.530587, 1.535593], [4.005698, 0.207089, 3.983739], [4.521943, -1.110701, 2.978775], [3.145097, -1.365624, 4.046563], [3.217751, 0.305512, 1.529233], [1.780917, 0.162850, 2.417194], [1.932207, -1.319674, 0.812729]], "forces_ev_per_angstrom": [[0.441, 0.300, 0.797], [-0.476, -0.215, -0.482], [0.213, 0.239, -0.065], [1.507, -1.637, 0.095], [-1.362, 0.572, 0.436], [-0.212, 0.025, -0.861], [-0.862, 0.324, 0.279], [0.774, 0.594, 0.165], [-0.185, 0.503, -0.363], [-0.026, -0.618, 0.484], [0.299, -0.210, -0.256], [-0.200, 1.569, 0.102], [1.210, -0.566, 1.167], [-0.934, -0.159, -1.846], [0.540, -0.702, 0.223], [0.064, 0.165, 0.065], [-0.466, -0.347, -0.602], [0.234, -0.282, 0.359], [-0.489, 0.273, 0.429], [0.080, 0.184, -0.053], [0.402, -1.075, 0.668], [-0.077, 1.299, 0.108], [0.152, -0.017, -0.147], [-0.782, 0.130, -0.123], [0.381, 0.527, -0.761], [0.407, -0.212, -0.005], [-0.222, -0.420, -0.038], [-0.258, -0.254, 0.273], [-0.030, 0.000, 0.050], [0.074, -0.519, 0.144], [0.499, 1.632, -0.983], [-0.485, -1.401, -0.182], [-0.451, 0.192, -0.117], [0.040, -0.165, 0.059], [0.136, 0.044, 0.243], [0.452, 0.616, 0.174], [-0.202, -0.185, 0.811], [-0.181, -0.208, -0.244]], "nbo_charge": [1.00, -0.99, -0.64, -0.06, -0.74, 0.21, 0.22, 0.20, 0.15, 0.17, 0.49, -0.63, -0.05, -0.74, 0.21, 0.21, 0.21, 0.14, 0.17, 0.50, -0.63, -0.06, -0.74, 0.21, 0.22, 0.21, 0.17, 0.15, 0.46, -0.63, -0.06, -0.73, 0.21, 0.21, 0.21, 0.14, 0.16, 0.49], "homo_lumo_gap_ev": 6.20, "fmax_ha_per_bohr": 0.043, "relative_energy_kcal_mol": 89.8, "homo_energy_ha": -0.2913}



Please write out number 3 again, unchanged.
{"formula": "C3H6BrP", "method": "the ωB97M-V functional and the def2-TZVPD basis", "symbols": ["C", "C", "C", "P", "Br", "H", "H", "H", "H", "H", "H"], "positions_angstrom": [[-1.338338, -0.730310, 0.245296], [0.460917, 0.988764, -0.734535], [0.184437, -0.064899, 0.317872], [-1.783437, -2.227459, 0.835817], [-2.628814, 0.608016, -0.331895], [0.537687, 0.321150, -1.552942], [-0.243865, 1.820214, -1.079955], [1.422915, 1.567856, -0.437467], [0.419642, 0.275497, 1.277675], [0.867761, -0.973828, 0.169412], [-3.206622, -2.005014, 0.910133]], "forces_ev_per_angstrom": [[1.448, 2.114, 0.553], [1.003, 1.739, 0.131], [-2.048, -2.618, -1.193], [-0.024, 0.277, 0.112], [0.245, -0.640, 0.329], [0.895, 0.241, -1.716], [0.386, -1.470, 1.273], [-1.285, -1.343, -0.881], [-0.348, 0.467, 1.776], [-0.764, 1.328, -0.007], [0.491, -0.095, -0.377]], "nbo_charge": [-0.50, -0.64, -0.42, 0.44, 0.04, 0.21, 0.24, 0.22, 0.22, 0.22, -0.03], "homo_lumo_gap_ev": 9.08, "smiles": "[H]/P=C(\\Br)CC", "fmax_ha_per_bohr": 0.069, "relative_energy_kcal_mol": 29.2, "homo_energy_ha": -0.3373}



What is the formula in the fourth record? C8H24FKO4